[1]
A 2-piece molecular cluster, C6H10ClNO2S overall at a distorted geometry, computed with ωB97M-V/def2-TZVPD.

```
! wB97M-V def2-TZVPD RIJCOSX def2/J DEFGRID3
* xyz 0 1
C -1.17211 -1.63814 -0.50201
C 1.53988 -0.50067 1.15445
C 0.79774 1.73312 0.11775
C 1.89726 0.12614 -1.28478
C -1.23391 -0.41712 -0.87581
C 1.46942 0.41468 -0.11474
N -1.30117 -2.82287 -0.25042
O -2.22136 1.92393 -0.12166
O -2.01675 0.17664 1.66015
S -2.19968 0.55084 0.24960
Cl -4.05289 -0.23264 -0.15294
H 0.52520 -0.98785 1.32646
H 2.32978 -1.31334 1.25853
H 1.74177 0.05913 2.08586
H -0.14946 1.74370 0.75446
H 0.30600 2.09571 -0.82819
H 1.36416 2.44384 0.66739
H -0.71831 -3.40162 0.35518
H 1.84607 0.80652 -2.12671
H 2.17153 -0.86593 -1.60631
H -0.92317 0.10591 -1.76629
*
```

E (Ha): -1298.10891
Frontier orbital gap (eV): 9.519
ΔE to the lowest compared entry with this formula, charge and spin (kcal per mole): 45.49

[2]
C6H10ClOPS in the gas phase at a distorted geometry, computed with ωB97M-V/def2-TZVPD.

```
! wB97M-V def2-TZVPD RIJCOSX def2/J DEFGRID3
* xyz 0 1
C -0.66078 -0.32938 0.47387
C -1.31199 0.85185 0.37242
C 0.70898 -0.42843 -0.09606
C -2.67290 1.04986 0.79426
C 0.60387 -1.30487 -1.37112
C 1.80516 -1.18312 0.76004
O -0.59772 1.89504 -0.21181
P 0.94070 1.46215 -0.60840
S 1.51907 2.13293 -2.34974
Cl 2.00212 2.25355 0.92059
H -1.25188 -1.10796 0.86259
H -2.68609 1.26333 1.77928
H -3.30849 0.17801 0.62174
H -3.04147 1.93991 0.23314
H 1.61641 -1.63054 -1.65550
H 0.03944 -0.76968 -2.08685
H 0.04976 -2.24107 -1.17529
H 2.77402 -1.04148 0.21820
H 1.46364 -2.22297 0.76497
H 2.00814 -0.76712 1.75368
*
```

E (Ha): -1509.63114
Frontier orbital gap (eV): 9.646
ΔE to the lowest compared entry with this formula, charge and spin (kcal per mole): 0.00

[3]
C6H10F2 in the gas phase at a distorted geometry, computed with ωB97M-V/def2-TZVPD.

```
! wB97M-V def2-TZVPD RIJCOSX def2/J DEFGRID3
* xyz 0 1
C -1.52490 -0.93227 0.91891
C -1.49822 0.13086 -0.15300
C -0.13066 0.67911 -0.46415
C 0.09237 2.00023 -0.41689
C 0.99768 -0.26444 -0.83202
C 1.91595 -0.55516 0.33786
H -1.14611 -0.52323 1.89395
H -2.53863 -1.24442 1.08702
H -0.89088 -1.77405 0.62069
H -2.14764 0.94028 0.12087
H -0.68554 2.70509 -0.10608
H 1.07138 2.43808 -0.66544
H 1.57524 0.17263 -1.65979
H 2.42833 0.39038 0.69245
H 2.69926 -1.26606 0.04389
H 1.34074 -0.99045 1.17860
F -2.03257 -0.42886 -1.31251
F 0.47420 -1.47771 -1.28436
*
```

E (Ha): -434.32396
Frontier orbital gap (eV): 11.016
ΔE to the lowest compared entry with this formula, charge and spin (kcal per mole): 7.50

[4]
C6H10F2O4 in the gas phase at a distorted geometry, computed with ωB97M-V/def2-TZVPD.

```
! wB97M-V def2-TZVPD RIJCOSX def2/J DEFGRID3
* xyz 0 1
C 2.04950 -0.92900 0.63468
C 0.61880 -0.43001 0.60534
C -1.47822 -1.41836 -0.14010
C -1.82499 -0.10231 -0.77583
C -1.11511 1.19154 -0.19923
C 0.33859 0.88478 -0.30370
H 3.34781 -0.88702 -0.80579
H 2.01557 -2.00152 0.98225
H 2.73891 -0.20162 1.24876
H -0.00026 -0.11540 1.49064
H -1.77310 -2.35453 -0.61467
H -1.70143 -0.17932 -1.82413
H -1.39624 2.14427 -0.77441
H -0.92455 2.13121 1.48292
H 0.47854 0.80093 -1.37438
H 1.72780 2.21094 -0.69162
O 2.34964 -0.89832 -0.80081
O -0.03559 -1.56389 -0.00889
O -1.45842 1.28649 1.22975
O 1.22507 1.92892 0.20725
F -1.94799 -1.54849 1.05584
F -3.23435 0.05072 -0.62386
*
```

E (Ha): -735.22765
Frontier orbital gap (eV): 10.111
ΔE to the lowest compared entry with this formula, charge and spin (kcal per mole): 46.64